A structure of composition C34H21FeI3N4O6. Source: the Open Molecules 2025 dataset; level of theory: ωB97M-V with the def2-TZVPD basis set.

Geometry (Å):
Fe -0.435 -0.514 0.611
O 0.170 5.364 4.171
C -0.421 5.348 3.075
O -0.916 6.263 2.392
C -0.572 3.932 2.456
C -0.058 2.812 3.105
C -0.238 1.568 2.543
N -0.876 1.387 1.370
C -1.475 2.447 0.794
C -1.306 3.735 1.306
C -2.396 2.190 -0.309
C -2.690 3.096 -1.314
C -3.364 2.705 -2.455
C -3.632 1.321 -2.645
C -3.360 0.437 -1.666
N -2.920 0.895 -0.428
C 0.101 0.312 3.253
C 0.906 0.268 4.385
C 1.114 -0.949 5.002
C 0.482 -2.084 4.508
C -0.307 -1.950 3.385
N -0.484 -0.789 2.759
H 0.428 2.965 4.059
H -1.783 4.599 0.864
H -2.313 4.105 -1.219
H -3.575 3.418 -3.239
H -4.010 0.952 -3.589
H -3.504 -0.630 -1.738
H 1.379 1.167 4.749
H 1.763 -1.015 5.865
H 0.611 -3.051 4.974
H -0.840 -2.796 2.966
I -0.423 1.117 -4.342
C 0.060 -0.699 -3.455
C 0.568 -1.728 -4.263
C 0.945 -2.935 -3.740
I 1.731 -4.383 -5.023
C 0.824 -3.178 -2.348
C 1.234 -4.349 -1.675
C 1.131 -4.420 -0.317
C 0.592 -3.337 0.394
N 0.159 -2.250 -0.199
C 0.292 -2.145 -1.552
C -0.077 -0.856 -2.078
O -0.462 0.044 -1.248
H 0.676 -1.545 -5.323
H 1.655 -5.169 -2.242
H 1.477 -5.289 0.226
H 0.548 -3.356 1.473
C -3.515 0.502 1.949
C -2.928 0.018 0.657
O -2.589 -1.153 0.492
H -4.416 -0.093 2.114
H -3.771 1.558 1.922
H -2.824 0.300 2.765
I 4.040 0.503 -5.456
C 3.570 0.089 -3.462
C 2.965 1.066 -2.687
C 2.607 0.766 -1.380
C 2.896 -0.480 -0.842
C 3.536 -1.434 -1.625
C 3.856 -1.166 -2.946
C 2.528 -0.828 0.582
O 3.231 -1.630 1.189
O 1.473 -0.270 1.070
H 2.749 2.040 -3.101
H 2.095 1.501 -0.774
H 3.765 -2.395 -1.180
H 4.323 -1.921 -3.565

Forces on the atoms, in the same order (eV/Å):
-0.54 0.08 0.64
-0.06 0.00 -0.09
0.04 0.07 0.01
0.03 -0.08 0.07
-0.01 -0.02 0.01
0.01 0.04 0.03
0.01 -0.04 -0.03
0.15 -0.04 -0.06
-0.02 -0.05 0.00
-0.01 0.04 0.01
0.04 0.04 -0.03
-0.01 -0.01 0.03
0.01 0.01 -0.01
-0.01 -0.01 -0.01
0.03 -0.01 0.00
-0.13 0.01 0.00
-0.05 -0.01 0.03
-0.04 0.00 -0.01
0.00 -0.03 0.02
-0.01 0.02 0.04
-0.15 0.09 0.06
0.39 -0.17 -0.38
-0.01 0.01 -0.02
0.00 -0.01 0.00
0.01 -0.01 0.00
0.00 -0.01 0.01
0.00 0.01 0.00
0.00 0.00 0.00
0.01 -0.01 0.00
0.00 0.00 0.00
-0.01 0.00 0.00
0.05 0.00 -0.03
0.10 0.02 0.05
0.00 -0.08 -0.05
-0.03 0.02 -0.03
-0.06 -0.02 0.07
0.03 0.00 -0.01
-0.05 -0.03 -0.04
-0.02 0.00 -0.04
0.02 0.00 0.03
-0.02 -0.02 0.01
-0.01 -0.15 -0.05
-0.06 -0.03 -0.01
-0.01 -0.01 0.05
0.13 0.13 -0.18
0.01 0.00 0.00
0.00 0.00 0.00
-0.01 0.00 0.00
0.00 -0.01 -0.02
0.03 0.02 0.02
0.08 -0.01 -0.07
0.08 -0.10 -0.03
-0.02 0.02 -0.01
0.02 -0.01 0.01
-0.02 -0.02 0.01
-0.04 -0.01 -0.02
-0.01 0.04 0.05
-0.02 -0.02 -0.02
0.03 0.02 0.00
0.06 0.05 0.03
0.03 0.03 0.03
0.03 0.00 0.00
-0.23 -0.17 0.17
0.04 0.01 -0.01
0.26 0.40 -0.23
-0.01 0.02 -0.02
-0.04 0.01 0.03
0.01 0.01 -0.02
-0.01 -0.01 0.00

Charge = -1
Gap between HOMO and LUMO (spin up / spin down) = 6.048 / 6.844 eV
F_max = 0.842 eV/Å
Energy relative to the best compared isomer or geometry (same formula, charge and spin) = 0.156 eV
Spin multiplicity = 2
E_LUMO (spin up / spin down) = 0.0673 / 0.0535 hartree
⟨S²⟩ = 0.794

Results of the Löwdin charge analysis, in e, for atoms 1 through 6: 0.58, -0.04, -0.69, -0.04, -0.07, 0.06